1.
Below is one molecule with the formula C4H6O2, with properties calculated with ωB97M-V/def2-TZVPD.

Geometry as XYZ:
```
12
Properties=species:S:1:pos:R:3:forces:R:3
H -1.616457 -1.662665 -0.755197 0.3 -2.2 0.1
C 0.851709 1.743695 0.030672 0.2 0.1 0.1
O -1.263006 0.280740 -0.838926 0.6 0.7 0.3
H 0.493435 2.044197 -0.958652 0.1 0.0 0.2
C 0.883332 0.246641 0.113266 0.3 0.0 0.1
H -1.626899 -1.805966 0.935229 0.3 0.3 0.4
H 0.123590 2.126913 0.755198 0.1 0.0 -0.1
O 1.859536 -0.435716 0.325381 -0.5 0.2 0.0
H -0.150510 -2.537945 0.245017 -0.5 0.3 -0.6
C -0.922808 -1.764914 0.102731 -0.4 0.1 -0.1
H 1.841971 2.143783 0.230019 0.0 0.0 0.0
C -0.473893 -0.378762 -0.184738 -0.6 0.5 -0.2
```
Forces are in eV/Å.

For the LUMO energy, the calculation gives -0.193 eV. Its spin multiplicity is 1. Its structure (SMILES) is CC(=O)C(C)=O. The energy relative to the best compared isomer or geometry (same formula, charge and spin) is 29.1 kcal/mol. The gap between HOMO and LUMO is 9.53 eV. As for the HOMO energy: -0.3573 hartree.

From a Löwdin analysis of the wavefunction, the atomic charges in e read:
1. H 0.101
2. C -0.010
3. O 0.076
4. H 0.093
5. C -0.370
6. H 0.091
7. H 0.098
8. O 0.117
9. H 0.096
10. C 0.002
11. H 0.087
12. C -0.380



2.
Below is one molecule with the formula C8H6BFN2O3, with properties calculated with ωB97M-V/def2-TZVPD.

Geometry as XYZ:
```
21
Properties=species:S:1:pos:R:3:forces:R:3
H -0.213597 2.872392 -0.798336 0.1 -0.9 0.4
C -0.138006 -1.008843 0.537181 -0.3 2.6 -0.7
C 1.113615 -0.245469 0.347632 -1.3 0.4 0.1
C -2.874305 1.435700 -0.504380 1.7 -0.7 -0.4
H 3.782177 0.608964 0.208242 0.1 -0.4 -0.1
N 3.754564 -0.399696 0.014515 -0.9 -0.3 0.1
C -1.377455 -0.332227 0.214344 1.0 1.4 -0.5
B 2.526262 -0.985526 0.651630 0.1 0.5 0.2
C -0.166263 1.828890 -0.425331 0.1 -1.9 0.7
C -1.385460 1.064155 -0.272961 1.0 -1.3 0.8
F -3.421641 -0.359334 -1.876499 0.3 0.0 -0.7
O -3.321569 -1.698660 0.889298 -0.2 0.3 -0.4
O -3.432476 2.481077 -0.569934 0.3 -0.2 -0.1
C -2.858607 -0.800385 0.264734 2.4 0.3 -0.1
H -0.153372 -2.055104 0.909009 0.2 1.0 -0.3
C 1.105083 1.163963 -0.110094 -2.6 -1.0 0.0
H 3.547927 -0.439387 -0.996595 0.4 0.1 0.4
O 2.588643 -2.137116 1.475922 -0.4 0.7 -1.9
H 2.471372 -2.892000 0.864293 0.2 0.1 0.8
H 2.043826 1.754711 -0.233231 -0.9 -0.8 0.1
N -3.590719 0.143899 -0.589439 -1.5 0.2 1.5
```
Forces are in eV/Å.

For the LUMO energy, the calculation gives -1.279 eV. Its spin multiplicity is 1. Its structure (SMILES) is NB(O)c1ccc2c(c1)C(=O)N(F)C2=O. The gap between HOMO and LUMO is 8.80 eV. As for the HOMO energy: -0.3706 hartree.

From a Löwdin analysis of the wavefunction, the atomic charges in e read:
1. H 0.118
2. C 0.060
3. C -0.060
4. C -0.314
5. H 0.055
6. N 0.103
7. C -0.038
8. B -0.476
9. C 0.018
10. C -0.045
11. F 0.010
12. O 0.176
13. O 0.178
14. C -0.322
15. H 0.127
16. C -0.003
17. H 0.080
18. O 0.095
19. H 0.113
20. H 0.104
21. N 0.020



3.
Below is C25H25N3O5S3Ta as an isolated structure, with properties calculated with ωB97M-V/def2-TZVPD.

Geometry as XYZ:
```
62
Properties=species:S:1:pos:R:3:forces:R:3
H -2.885485 0.910678 2.219410 0.0 0.0 0.0
H 5.834575 1.379954 -0.539283 0.0 0.0 0.0
H 6.484563 1.864561 -2.860578 0.0 0.0 0.0
C 3.736485 1.419542 -0.924456 -0.1 -0.1 0.1
H -4.465344 0.923032 0.786436 0.0 0.0 0.0
C 3.144951 1.944459 -3.204206 -0.2 -0.1 0.1
C 2.070324 -1.700239 0.493868 0.0 0.0 0.0
N -2.647594 1.968723 0.428213 0.4 -0.4 -0.2
O -2.467945 -0.066581 -1.232187 -0.4 -0.7 -0.6
C 4.368766 -2.365731 0.238070 0.0 0.0 0.0
H 3.411014 -2.038066 2.128230 0.0 0.0 0.0
H -1.060073 4.062798 1.422926 0.0 0.0 0.0
S 0.342824 -1.467205 -1.671201 -0.6 0.8 0.4
C 5.064316 1.524987 -1.285001 0.0 -0.1 0.1
H -1.311839 -0.824518 2.782989 0.0 0.0 0.0
C 3.002978 -2.012595 -1.709435 0.0 0.1 -0.1
C -2.368549 1.800745 1.856948 0.2 0.0 -0.1
H -3.176851 -4.514933 0.215934 0.0 0.0 0.0
N 1.385414 1.484666 -1.728400 -0.8 -0.1 0.2
C 4.220912 -2.348651 -1.141784 0.0 0.0 0.0
H 0.699767 3.590196 -0.025839 0.1 -0.1 0.0
H -4.575839 2.150510 -0.458264 0.0 0.0 0.0
C 5.436198 1.809352 -2.600160 0.0 0.1 -0.1
C -2.893061 -3.760306 2.215369 0.1 0.0 -0.1
O -0.284522 0.928079 1.088490 0.9 -0.4 0.7
S 1.730455 2.209888 -4.186638 0.0 -0.1 0.1
H -2.384217 -2.666708 4.005049 0.0 0.0 0.0
S -0.957888 1.694307 -2.858034 -0.3 -0.4 0.5
H 1.225613 -1.481218 1.135316 0.0 0.0 0.0
C 2.761365 1.585498 -1.903050 0.3 0.1 0.0
O -0.325736 1.860693 3.121772 0.2 -0.2 -0.2
H -3.319249 3.985989 0.392546 0.0 -0.1 0.0
O -0.159220 3.223580 -0.258023 -0.3 0.1 0.0
C -3.513347 -4.929138 2.913810 0.0 0.0 0.0
H 3.440756 1.214876 0.094558 0.0 -0.1 0.1
H -4.151437 -4.604177 3.734760 0.0 0.0 0.0
H -2.602247 3.371121 -1.114469 -0.1 0.0 0.0
C -2.351347 -2.689021 2.923646 -0.1 0.0 0.0
H -4.101755 -5.531391 2.224924 0.0 0.0 0.0
C -3.738813 0.312429 -1.104169 -1.0 0.7 0.5
C -3.917649 1.395283 -0.029907 0.1 -0.2 -0.1
H 5.055519 -2.601891 -1.782230 0.0 0.0 0.0
C 4.480013 2.046731 -3.569333 0.0 0.0 0.0
C -2.794024 -3.709062 0.827769 0.0 0.0 0.1
H 2.881055 -2.005349 -2.785322 0.0 0.0 0.0
N -1.692200 -1.593550 0.904217 0.2 0.5 -0.3
Ta -0.772630 0.442573 -0.661310 1.5 -0.3 -1.9
C -1.764859 -1.645413 2.236936 0.1 0.1 0.1
H 5.314785 -2.648667 0.680577 0.0 0.0 0.0
C -2.515746 3.371754 -0.027435 0.2 0.2 0.0
O -4.656785 -0.127844 -1.717225 0.3 -0.2 0.0
C -1.190320 4.003761 0.338091 0.0 0.0 0.0
H -2.684264 2.648384 2.466982 0.0 0.0 0.0
C -2.197808 -2.621976 0.218585 -0.1 -0.1 0.0
H -2.730456 -5.562917 3.334975 0.0 0.0 0.0
C 1.926168 -1.690774 -0.889803 -0.1 -0.1 0.2
C 0.751261 1.801302 -2.826503 0.4 0.1 0.0
H 4.757032 2.313738 -4.580360 0.0 0.0 0.0
H -2.114735 -2.574899 -0.859622 0.0 0.0 0.0
C -0.872770 1.548961 2.109632 -0.8 0.7 0.6
C 3.296750 -2.031759 1.051666 0.0 0.1 0.1
H -1.177266 5.021408 -0.058496 0.0 0.0 0.0
```
Forces are in eV/Å.

For the LUMO energy, the calculation gives -3.822 eV. Its spin multiplicity is 1. The energy relative to the best compared isomer or geometry (same formula, charge and spin) is 30.7 kcal/mol. The gap between HOMO and LUMO is 7.24 eV. As for the net charge: +1. As for the HOMO energy: -0.4065 hartree.

From a Löwdin analysis of the wavefunction, the atomic charges in e read:
1. H 0.128
2. H 0.111
3. H 0.111
4. C -0.020
5. H 0.146
6. C -0.452
7. C -0.121
8. N -0.187
9. O -0.327
10. C -0.074
11. H 0.111
12. H 0.125
13. S 0.688
14. C -0.068
15. H 0.106
16. C -0.118
17. C -0.067
18. H 0.125
19. N -0.089
20. C -0.070
21. H 0.119
22. H 0.144
23. C -0.071
24. C -0.243
25. O -0.239
26. S 1.094
27. H 0.125
28. S 0.668
29. H 0.082
30. C -0.309
31. O 0.163
32. H 0.144
33. O -0.134
34. C -0.028
35. H 0.117
36. H 0.090
37. H 0.109
38. C 0.000
39. H 0.085
40. C -0.525
41. C -0.053
42. H 0.112
43. C -0.076
44. C 0.009
45. H 0.109
46. N -0.015
47. Ta 1.605
48. C -0.123
49. H 0.109
50. C -0.152
51. O 0.176
52. C -0.196
53. H 0.150
54. C -0.144
55. H 0.098
56. C -0.622
57. C -1.122
58. H 0.115
59. H 0.083
60. C -0.576
61. C -0.074
62. H 0.139



4.
Below is an isolated ion of composition C2HClNOS2 and charge -1, with properties calculated with ωB97M-V/def2-TZVPD.

Geometry as XYZ:
```
8
Properties=species:S:1:pos:R:3:forces:R:3
C 0.348797 -0.498834 0.172243 -0.1 -1.9 -0.4
S 0.546027 -0.668114 1.837816 0.3 0.2 1.3
N 0.357046 0.713869 -0.428435 0.1 5.0 -1.0
O -0.489005 2.940158 -0.487476 0.4 -0.4 0.0
Cl 1.833943 -1.354186 -0.821023 0.0 -0.3 -0.1
S -1.193531 -1.238467 -0.482873 0.3 0.8 -3.4
H -1.347129 -1.737073 0.624461 -1.0 -2.0 3.5
C -0.056148 1.842646 -0.414713 0.0 -1.4 0.2
```
Forces are in eV/Å.

For the LUMO energy, the calculation gives 3.316 eV. Its spin multiplicity is 1. Its structure (SMILES) is O=C=N[C@@]([S-])(S)Cl. The energy relative to the best compared isomer or geometry (same formula, charge and spin) is 23.2 kcal/mol. The gap between HOMO and LUMO is 7.18 eV. As for the net charge: -1. As for the HOMO energy: -0.1420 hartree.

From a Löwdin analysis of the wavefunction, the atomic charges in e read:
1. C -1.657
2. S 0.331
3. N -0.072
4. O 0.103
5. Cl 0.239
6. S 0.641
7. H -0.267
8. C -0.318